A structure of composition C20H17Br6F3 in a non-equilibrium geometry. Source: OMol25; level of theory: ωB97M-V/def2-TZVPD.

Geometry as XYZ:
```
46
Properties=species:S:1:pos:R:3:forces:R:3
F 22.623 14.822 27.319 -0.5 -0.5 0.5
C 21.910 14.534 26.221 0.1 1.2 -3.0
C 22.640 14.390 25.018 -1.0 -1.0 0.4
C 21.965 14.341 23.782 0.0 -0.3 0.9
C 20.570 14.439 23.703 1.4 0.9 0.7
C 19.899 14.713 24.898 -0.6 0.2 -0.9
C 20.531 14.769 26.114 1.6 -0.2 1.5
H 23.695 14.170 25.086 0.2 0.4 -0.1
H 22.554 14.263 22.880 0.0 -0.1 -0.1
H 20.160 14.570 22.713 -0.5 -0.3 0.2
H 18.876 15.058 24.872 -0.2 -0.3 -0.1
H 20.063 15.085 27.035 -0.5 0.0 -0.1
F 5.383 22.420 24.960 1.1 0.6 0.1
C 6.711 22.680 24.676 -0.7 -1.4 -0.6
C 7.426 23.662 25.355 -0.1 -0.3 -1.0
C 8.763 23.812 24.979 -0.1 -0.5 0.4
C 9.339 22.960 24.018 1.6 2.6 1.8
C 8.583 22.152 23.294 -1.8 -1.5 -1.5
C 7.268 21.899 23.655 -0.2 0.8 0.1
H 6.900 24.304 26.046 0.2 0.0 0.1
H 9.339 24.600 25.441 0.2 -0.1 0.1
H 10.396 22.971 23.794 0.1 0.6 0.0
H 8.955 21.846 22.328 0.2 -0.9 0.2
H 6.738 21.165 23.067 -0.6 0.2 0.3
F 8.145 20.099 32.263 0.0 -0.5 0.9
C 7.947 20.011 33.636 1.9 -0.6 -2.0
C 7.100 20.947 34.139 -0.6 0.4 2.0
C 6.978 20.927 35.516 1.0 -1.2 1.6
C 7.688 19.970 36.315 -1.0 1.6 -0.6
C 8.538 19.052 35.743 -0.5 -0.2 -0.6
C 8.731 19.082 34.358 -1.2 1.0 -0.2
H 6.531 21.732 33.662 0.3 -0.4 -0.9
H 6.352 21.649 36.020 -0.1 0.0 0.0
H 7.589 19.993 37.390 -0.2 0.0 0.0
H 8.888 18.254 36.381 0.7 0.1 -0.2
H 9.436 18.451 33.839 -0.2 -0.1 -0.1
C 14.116 28.549 26.923 0.6 1.7 -0.2
Br 12.517 29.356 25.960 1.6 -0.9 0.8
Br 14.939 29.945 28.142 -0.9 -0.9 -0.7
Br 15.625 28.015 25.741 -1.4 0.0 0.6
H 13.770 27.748 27.576 0.1 0.1 -0.5
C 13.059 20.197 27.432 1.6 -0.6 -0.2
Br 13.250 19.130 29.092 -0.5 0.8 -0.9
Br 14.188 19.254 26.057 -0.5 0.7 0.6
Br 13.688 22.048 27.714 -0.6 -1.1 -0.3
H 12.078 20.140 26.960 0.0 0.3 0.7
```
Positions in Å, forces in eV/Å.

Summary:
E ... -16515.8843 Ha
Highest occupied orbital energy ... -9.279 eV
ΔE to the lowest compared entry with this formula, charge and spin ... 50.7 kcal per mole
2S+1 ... 1



An isolated molecule of C3H6O3. Source: OMol25; level of theory: ωB97M-V/def2-TZVPD.

Geometry as XYZ:
```
12
Properties=species:S:1:pos:R:3:forces:R:3
O -1.525 -0.406 -0.866 0.0 0.0 0.2
C -0.196 -0.039 -1.016 0.2 0.0 -0.1
C 0.358 0.937 -0.016 0.2 0.1 -0.1
O -0.514 1.179 1.047 0.1 0.0 0.2
C 0.852 -0.492 -0.017 0.2 0.0 0.0
O 0.510 -1.172 1.161 -0.2 -0.3 -0.2
H -1.886 0.229 -0.222 -0.1 -0.2 -0.1
H 0.134 0.024 -2.052 -0.1 0.0 0.2
H 0.969 1.789 -0.300 0.0 -0.2 0.0
H -0.308 0.457 1.676 -0.2 0.3 0.0
H 1.843 -0.743 -0.386 -0.1 0.1 0.0
H -0.235 -1.765 0.992 0.1 0.0 -0.1
```
Positions in Å, forces in eV/Å.

Summary:
E ... -343.5718 Ha
Highest occupied orbital energy ... -9.685 eV
ΔE to the lowest compared entry with this formula, charge and spin ... 51.9 kcal per mole
Structure (SMILES) ... O[C@H]1[C@@H](O)[C@H]1O
2S+1 ... 1



A cluster of 5 separate species, C37H79N4O4P in total. Source: OMol25; level of theory: ωB97M-V/def2-TZVPD.

Geometry as XYZ:
```
125
Properties=species:S:1:pos:R:3:forces:R:3
C -5.937 -8.989 4.125 -0.3 -0.2 0.2
P -4.333 -9.573 4.967 -0.2 0.1 -0.2
H -5.927 -9.196 3.051 0.1 0.2 0.0
H -6.775 -9.548 4.566 0.1 0.1 -0.1
H -6.114 -7.923 4.308 0.1 -0.1 -0.1
H -3.663 -8.373 4.608 0.1 0.0 0.0
H -4.279 -10.700 4.107 0.1 -0.1 0.0
H -5.032 -9.729 6.195 0.0 0.1 0.1
H -3.115 -10.039 5.639 0.1 0.0 0.0
C 1.443 -5.984 4.567 -0.1 0.0 0.1
C 0.166 -5.759 3.735 0.5 -0.2 0.1
C 0.104 -4.321 3.214 -0.2 0.3 -0.1
C -0.222 -3.291 4.294 0.0 0.0 0.1
C -1.487 -3.671 5.060 0.0 0.1 -0.2
C -1.441 -5.087 5.636 0.1 -0.1 0.4
N -1.068 -6.037 4.537 -0.2 0.6 -0.4
O -2.067 -6.392 3.820 0.0 -0.3 0.1
C -0.464 -5.165 6.815 0.1 -0.1 0.0
C -2.810 -5.496 6.154 -0.3 0.0 0.0
C 0.202 -6.734 2.567 -0.1 0.0 -0.1
H 1.298 -6.770 5.307 0.0 0.0 0.0
H 2.252 -6.298 3.909 0.0 0.0 -0.1
H 1.785 -5.087 5.080 0.0 0.0 0.0
H -0.658 -4.257 2.432 0.0 -0.1 0.0
H 1.057 -4.076 2.738 0.0 0.0 0.0
H 0.622 -3.174 4.981 0.0 0.0 0.0
H -0.367 -2.318 3.821 0.0 0.0 0.0
H -1.667 -2.970 5.879 0.0 0.0 0.0
H -2.344 -3.597 4.384 0.0 -0.1 0.0
H -0.328 -6.199 7.134 0.0 0.0 0.0
H -0.885 -4.607 7.651 0.0 0.0 0.0
H 0.512 -4.738 6.606 0.0 0.0 0.0
H -3.580 -5.386 5.395 0.0 0.0 0.0
H -3.078 -4.866 7.003 0.1 0.0 0.0
H -2.801 -6.536 6.483 0.0 0.0 0.0
H 0.194 -7.766 2.921 0.0 0.0 0.0
H 1.121 -6.564 2.007 0.0 0.0 0.0
H -0.642 -6.595 1.898 0.0 0.0 0.0
C 0.226 0.566 -2.038 0.1 -0.1 0.1
C -0.471 0.163 -0.724 0.1 0.0 -0.5
C -0.791 1.395 0.127 0.0 0.1 0.2
C 0.434 2.021 0.791 0.0 0.0 0.0
C 1.227 0.982 1.579 -0.1 0.2 0.1
C 1.612 -0.238 0.742 0.4 -0.1 -0.3
N 0.371 -0.777 0.093 -0.5 0.4 0.7
O -0.332 -1.495 0.897 0.3 -0.1 -0.3
C 2.692 0.132 -0.282 -0.1 0.0 -0.1
C 2.197 -1.332 1.620 0.0 -0.1 0.3
C -1.756 -0.563 -1.093 -0.2 -0.1 0.0
H 0.863 -0.238 -2.407 0.0 0.0 0.0
H -0.528 0.767 -2.799 0.0 0.0 0.0
H 0.826 1.469 -1.946 0.0 0.0 0.0
H -1.503 1.102 0.906 0.0 -0.1 0.0
H -1.299 2.125 -0.508 0.0 0.0 0.0
H 1.074 2.503 0.045 0.0 0.0 0.0
H 0.116 2.817 1.465 0.0 0.0 0.0
H 2.140 1.428 1.982 0.0 0.0 0.0
H 0.632 0.649 2.436 0.0 -0.1 0.0
H 2.870 -0.695 -0.971 0.0 0.0 0.0
H 3.622 0.332 0.251 0.0 0.0 0.0
H 2.463 1.019 -0.863 0.0 0.0 0.0
H 1.528 -1.614 2.429 -0.1 0.0 -0.1
H 3.123 -0.967 2.066 0.0 0.0 0.0
H 2.428 -2.226 1.039 0.0 0.0 0.0
H -1.541 -1.476 -1.650 0.0 0.0 0.0
H -2.354 0.093 -1.726 0.0 0.0 0.0
H -2.348 -0.827 -0.221 0.1 0.0 0.0
C 2.323 6.878 -0.924 0.1 -0.1 0.0
C 1.643 6.716 0.447 0.1 -0.1 -0.5
C 1.429 8.076 1.117 0.0 0.1 0.2
C 2.715 8.707 1.647 0.0 -0.1 0.0
C 3.464 7.741 2.562 -0.1 0.2 0.1
C 3.740 6.384 1.911 0.4 -0.1 -0.2
N 2.449 5.848 1.368 -0.2 0.6 0.4
O 1.738 5.268 2.258 0.0 -0.4 0.0
C 4.812 6.507 0.823 -0.1 0.0 -0.1
C 4.258 5.397 2.948 0.0 0.0 0.1
C 0.301 6.033 0.219 -0.1 0.0 0.0
H 2.896 5.988 -1.186 0.0 0.0 0.0
H 1.562 7.016 -1.691 0.0 0.0 0.0
H 2.984 7.740 -0.977 0.0 0.0 0.0
H 0.730 7.947 1.949 0.0 -0.1 0.0
H 0.947 8.739 0.395 0.0 0.0 0.0
H 3.356 9.027 0.821 0.0 0.0 0.0
H 2.467 9.611 2.204 0.0 0.0 0.0
H 4.418 8.171 2.877 0.0 0.0 0.0
H 2.873 7.579 3.469 0.0 -0.1 0.0
H 4.907 5.572 0.269 0.0 0.0 0.0
H 5.770 6.715 1.299 0.0 0.0 0.0
H 4.630 7.308 0.113 0.0 0.0 0.0
H 3.589 5.315 3.799 0.0 0.0 0.0
H 5.230 5.742 3.302 0.0 0.0 0.0
H 4.380 4.405 2.512 0.0 0.0 0.0
H 0.439 5.037 -0.206 0.0 0.0 0.0
H -0.277 6.632 -0.484 0.0 0.0 0.0
H -0.266 5.936 1.140 0.0 0.0 0.0
C -1.437 1.714 -9.342 -0.1 0.0 0.0
C -0.920 2.110 -7.947 -0.2 0.1 -0.4
C 0.446 1.476 -7.669 0.1 -0.1 0.1
C 0.383 -0.026 -7.401 -0.1 0.0 0.0
C -0.620 -0.345 -6.294 0.2 0.0 0.0
C -2.013 0.232 -6.558 -0.3 -0.2 -0.2
N -1.869 1.692 -6.864 0.6 -0.2 0.3
O -1.781 2.415 -5.813 -0.2 0.2 0.0
C -2.711 -0.529 -7.691 0.0 0.1 0.0
C -2.880 0.096 -5.317 0.0 -0.1 0.2
C -0.806 3.627 -7.908 0.1 0.1 0.0
H -2.525 1.730 -9.376 0.0 0.0 0.0
H -1.074 2.431 -10.078 0.0 0.0 0.0
H -1.096 0.732 -9.664 0.0 0.0 0.0
H 0.888 1.972 -6.799 -0.1 0.0 0.0
H 1.098 1.686 -8.521 0.0 0.0 0.0
H 0.131 -0.571 -8.315 0.0 0.0 0.0
H 1.372 -0.379 -7.104 0.0 0.0 0.0
H -0.715 -1.425 -6.159 0.0 0.0 0.0
H -0.247 0.062 -5.348 0.0 0.1 0.0
H -3.642 -0.033 -7.969 0.0 0.0 0.0
H -2.956 -1.530 -7.338 0.0 0.0 0.0
H -2.105 -0.645 -8.584 0.0 0.0 0.0
H -2.406 0.541 -4.446 0.0 0.0 0.0
H -3.044 -0.963 -5.113 0.0 0.0 0.0
H -3.851 0.572 -5.459 0.0 0.0 0.0
H -1.781 4.094 -8.047 0.0 0.0 0.0
H -0.150 3.944 -8.720 0.0 0.0 0.0
H -0.390 3.978 -6.969 0.0 0.0 0.0
```
Positions in Å, forces in eV/Å.

Summary:
E ... -2318.1882 Ha
Highest occupied orbital energy (alpha / beta) ... -7.731 / -7.790 eV
2S+1 ... 5
<S²> ... 6.0165